# 1
{
  "formula": "C28H18Co2O10S2",
  "method": "the ωB97M-V functional and the def2-TZVPD basis",
  "total_charge": -2,
  "lumo_ev": 4.439,
  "homo_lumo_gap_ev": 6.19,
  "energy_ha": -5392.001963,
  "de_lowest_kj_mol": 0.0,
  "species": ["C", "C", "C", "C", "S", "C", "S", "C", "C", "C", "C", "C", "C", "O", "O", "O", "O", "C", "C", "H", "H", "H", "H", "H", "H", "H", "H", "H", "H", "H", "O", "C", "Co", "C", "O", "C", "O", "C", "C", "C", "C", "C", "C", "C", "C", "C", "Co", "C", "O", "C", "O", "C", "O", "H", "H", "H", "H", "H", "H", "H"],
  "positions_angstrom": [[-4.662, -4.514, -1.592], [-4.464, -3.251, -1.028], [-3.211, -2.898, -0.509], [-2.157, -3.816, -0.574], [-0.554, -3.445, 0.154], [0.122, -2.243, -0.822], [1.771, -2.068, -1.241], [2.617, -3.628, -0.923], [3.012, -3.980, 0.372], [3.672, -5.194, 0.583], [3.936, -6.045, -0.490], [3.553, -5.681, -1.780], [2.894, -4.469, -2.002], [1.838, -1.874, -2.677], [2.395, -1.114, -0.343], [-0.848, -2.901, 1.461], [0.155, -4.711, 0.058], [-2.356, -5.086, -1.120], [-3.607, -5.427, -1.641], [-5.640, -4.786, -1.990], [-5.281, -2.530, -0.993], [-3.048, -1.913, -0.074], [-0.583, -1.743, -1.478], [2.789, -3.309, 1.203], [3.963, -5.462, 1.599], [4.436, -6.994, -0.319], [3.743, -6.329, -2.635], [2.558, -4.174, -2.997], [-1.528, -5.789, -1.150], [-3.737, -6.411, -2.089], [-3.584, 4.506, 1.445], [-2.772, 4.121, 0.716], [-1.444, 3.586, -0.264], [-2.164, 2.140, -0.959], [-2.762, 1.231, -1.374], [-1.411, 4.796, -1.553], [-1.514, 5.595, -2.384], [0.265, 3.606, 0.982], [0.177, 4.876, 1.697], [0.088, 6.120, 1.022], [-0.167, 7.293, 1.733], [-0.212, 7.260, 3.131], [-0.122, 6.043, 3.820], [0.066, 4.859, 3.107], [0.523, 2.283, 1.277], [0.341, 1.088, 1.864], [1.335, 2.761, -0.246], [1.603, 4.147, -1.313], [1.792, 5.091, -1.964], [0.656, 1.562, -1.401], [0.272, 0.807, -2.189], [3.059, 2.285, 0.039], [4.145, 2.025, 0.336], [0.214, 6.156, -0.065], [-0.316, 8.238, 1.194], [-0.324, 8.190, 3.685], [-0.200, 6.014, 4.910], [0.140, 3.898, 3.630], [0.862, 0.226, 1.431], [-0.327, 0.982, 2.728]],
  "forces_ev_per_angstrom": [[0.147, 0.031, 0.071], [0.304, -0.017, 0.051], [-0.058, -0.248, -0.257], [-0.421, 0.058, -0.020], [0.332, 0.952, -0.725], [-0.076, -0.851, -0.524], [-1.421, -0.475, 0.564], [0.224, -0.245, 0.084], [0.085, -0.083, -0.266], [-0.207, 0.382, -0.090], [-0.084, 0.167, -0.052], [-0.176, 0.324, -0.021], [-0.139, -0.033, 0.312], [0.529, 0.423, -0.073], [0.555, -0.014, -0.407], [-0.273, -0.634, 0.574], [0.181, -0.161, 0.611], [-0.216, 0.226, -0.188], [0.119, 0.201, 0.139], [0.222, 0.072, 0.067], [0.201, -0.188, 0.000], [-0.009, -0.218, -0.044], [0.279, 0.036, 0.076], [0.065, -0.173, -0.267], [-0.039, -0.027, -0.259], [-0.016, 0.064, -0.016], [0.048, 0.009, 0.239], [0.145, -0.045, 0.286], [-0.114, 0.203, 0.056], [-0.083, 0.173, 0.096], [-0.083, -0.164, -0.808], [0.890, 0.136, 1.716], [1.292, -0.629, -1.626], [-1.189, -2.187, -0.270], [0.784, 1.336, 0.421], [0.085, 1.082, -0.620], [-0.015, -0.501, 0.406], [-1.702, 0.408, 1.183], [0.187, 0.234, 0.751], [0.163, 0.056, 0.396], [0.411, -0.422, -0.087], [-0.266, -0.099, 0.271], [0.132, 0.203, -0.380], [0.063, 0.212, -0.241], [-0.887, -1.363, 2.610], [0.216, 0.804, 0.016], [0.416, 1.125, -3.741], [0.858, 2.222, -1.341], [-0.393, -1.541, 1.012], [-0.683, -2.236, -1.819], [0.746, 1.544, 1.526], [0.825, -0.430, 1.155], [-1.659, 0.425, -0.735], [-0.206, -0.073, 0.489], [0.214, -0.365, 0.246], [-0.134, -0.145, -0.046], [0.068, 0.067, -0.338], [-0.081, 0.345, -0.270], [-0.396, 0.171, 0.422], [0.246, -0.127, -0.313]]
}


# 2
{
  "formula": "C7H12F3P",
  "method": "the ωB97M-V functional and the def2-TZVPD basis",
  "smiles": "F[C@@H]1CCCC[C@@H]1C(F)(F)P",
  "lumo_ev": 0.914,
  "homo_lumo_gap_ev": 10.80,
  "energy_ha": -914.814579,
  "species": ["F", "C", "C", "C", "C", "C", "C", "C", "F", "F", "P", "H", "H", "H", "H", "H", "H", "H", "H", "H", "H", "H", "H"],
  "positions_angstrom": [[-0.766, 1.405, 1.430], [0.300, 0.578, 1.286], [1.530, 1.430, 0.894], [1.268, 1.771, -0.605], [1.071, 0.599, -1.520], [-0.220, -0.173, -1.142], [-0.062, -0.570, 0.269], [-1.344, -1.266, 0.666], [-1.328, -1.714, 1.951], [-2.444, -0.381, 0.674], [-1.766, -2.666, -0.483], [0.604, 0.080, 2.215], [2.378, 0.797, 1.022], [1.538, 2.246, 1.593], [1.987, 2.468, -1.221], [0.221, 2.336, -0.714], [1.070, 0.939, -2.489], [1.960, -0.117, -1.530], [-1.016, 0.677, -1.119], [-0.515, -1.021, -1.846], [0.566, -1.388, 0.489], [-3.099, -2.357, -0.381], [-1.931, -3.673, 0.560]],
  "forces_ev_per_angstrom": [[-0.600, 0.514, 0.460], [1.589, -1.221, -0.623], [-2.038, -0.696, -1.991], [-0.646, 3.147, -1.302], [0.839, -2.939, 1.490], [0.004, 2.284, -1.658], [-1.740, 0.433, 2.158], [-1.816, 0.912, 0.814], [0.621, -0.105, 0.439], [0.760, -0.439, -0.461], [0.082, -1.607, 0.360], [-0.832, 0.177, 0.270], [0.943, -0.271, -0.004], [0.246, 0.565, -0.003], [-0.851, -1.022, 1.955], [2.200, -0.802, 0.650], [-0.436, 0.868, -2.347], [-0.866, 0.694, 0.401], [0.807, -1.741, -0.399], [0.517, 1.339, 0.938], [1.826, -0.847, -0.343], [-0.924, 0.129, -0.259], [0.315, 0.626, -0.544]]
}


- What is the formula in the first record?
  C28H18Co2O10S2


Copy entry 2 word for word.
{
  "formula": "C7H12F3P",
  "method": "the ωB97M-V functional and the def2-TZVPD basis",
  "smiles": "F[C@@H]1CCCC[C@@H]1C(F)(F)P",
  "lumo_ev": 0.914,
  "homo_lumo_gap_ev": 10.80,
  "energy_ha": -914.814579,
  "species": ["F", "C", "C", "C", "C", "C", "C", "C", "F", "F", "P", "H", "H", "H", "H", "H", "H", "H", "H", "H", "H", "H", "H"],
  "positions_angstrom": [[-0.766, 1.405, 1.430], [0.300, 0.578, 1.286], [1.530, 1.430, 0.894], [1.268, 1.771, -0.605], [1.071, 0.599, -1.520], [-0.220, -0.173, -1.142], [-0.062, -0.570, 0.269], [-1.344, -1.266, 0.666], [-1.328, -1.714, 1.951], [-2.444, -0.381, 0.674], [-1.766, -2.666, -0.483], [0.604, 0.080, 2.215], [2.378, 0.797, 1.022], [1.538, 2.246, 1.593], [1.987, 2.468, -1.221], [0.221, 2.336, -0.714], [1.070, 0.939, -2.489], [1.960, -0.117, -1.530], [-1.016, 0.677, -1.119], [-0.515, -1.021, -1.846], [0.566, -1.388, 0.489], [-3.099, -2.357, -0.381], [-1.931, -3.673, 0.560]],
  "forces_ev_per_angstrom": [[-0.600, 0.514, 0.460], [1.589, -1.221, -0.623], [-2.038, -0.696, -1.991], [-0.646, 3.147, -1.302], [0.839, -2.939, 1.490], [0.004, 2.284, -1.658], [-1.740, 0.433, 2.158], [-1.816, 0.912, 0.814], [0.621, -0.105, 0.439], [0.760, -0.439, -0.461], [0.082, -1.607, 0.360], [-0.832, 0.177, 0.270], [0.943, -0.271, -0.004], [0.246, 0.565, -0.003], [-0.851, -1.022, 1.955], [2.200, -0.802, 0.650], [-0.436, 0.868, -2.347], [-0.866, 0.694, 0.401], [0.807, -1.741, -0.399], [0.517, 1.339, 0.938], [1.826, -0.847, -0.343], [-0.924, 0.129, -0.259], [0.315, 0.626, -0.544]]
}